This record from the Open Molecules 2025 dataset describes an isolated ion of composition C4H6NO2 and charge -1 at a distorted geometry. The level of theory is ωB97M-V/def2-TZVPD.

The calculation puts the total energy at -361.09209 Eh. The largest force on an atom is 5.7 eV Å⁻¹. For the LUMO energy, the calculation gives 0.1564 Eh. Its charge is -1. As for the multiplicity: 1. The value obtained for the highest occupied orbital energy is -2.047 eV.

Last column: Löwdin charge in e.
Element x y z (Å)
1 C 0.13169 2.00403 -0.23216  0.0099
2 C -0.24410 0.75435 0.03107  -0.3036
3 C 0.76290 -0.24875 0.37430  -0.1529
4 C 0.16768 -1.69552 -0.10747  -0.3484
5 O -1.15798 -1.52610 -0.02110  -0.2128
6 N -1.58191 0.08955 -0.30769  -0.1872
7 O -2.59126 0.45271 0.33438  -0.2131
8 H -0.45853 2.78726 -0.39876  -0.0106
9 H 1.14822 2.22544 -0.02445  0.0278
10 H 1.76090 -0.12277 -0.27051  0.1340
11 H 0.95401 -0.26743 1.38177  0.0611
12 H 0.45048 -1.93524 -1.25568  0.1086
13 H 0.65791 -2.51753 0.49629  0.0873

Force components x, y, z for each atom (eV/Å):
C 1.15 -2.60 1.23
C -1.31 -1.20 -0.83
C 1.96 -2.50 -4.77
C 1.47 1.54 -1.54
O -1.21 -1.40 1.46
N 1.68 2.12 -1.13
O -0.14 -0.19 0.58
H -2.67 2.87 -0.92
H 0.93 0.24 -0.02
H -1.76 0.11 1.71
H 0.59 -0.15 2.51
H 0.07 0.62 1.97
H -0.76 0.54 -0.24

This record from the Open Molecules 2025 dataset describes an isolated molecule of C4H6NO2PS3 at a distorted geometry. The level of theory is ωB97M-V/def2-TZVPD.

The calculation puts the total energy at -1897.15317 Eh. The largest force on an atom is 1.2 eV Å⁻¹. For the LUMO energy, the calculation gives 0.0116 Eh. As for the multiplicity: 1. The value obtained for the highest occupied orbital energy is -7.758 eV.

Last column: Löwdin charge in e.
Element x y z (Å)
1 O -1.92707 0.44679 -1.35081  0.0021
2 C -1.22829 0.54905 -0.20279  -0.4262
3 C -1.44042 1.24505 0.95304  -0.0274
4 C -0.35224 0.96581 1.81780  -0.0199
5 C 0.45766 0.08655 1.16348  -0.5327
6 O 1.62818 -0.47695 1.48362  -0.4909
7 S 3.00039 0.36876 0.89840  0.8009
8 N -0.06439 -0.16327 -0.09795  -0.2592
9 P 0.72052 -1.25437 -1.19018  0.3703
10 S 0.49194 -0.14075 -2.95089  0.4101
11 S -0.84376 -2.67078 -1.43463  0.3828
12 H -2.69348 1.02708 -1.32448  0.1230
13 H -2.26756 1.89214 1.16864  0.1021
14 H -0.20133 1.34964 2.80603  0.1082
15 H 3.46386 0.73928 2.10584  -0.1336
16 H 1.67205 -0.53843 -3.41904  -0.2025
17 H -0.41607 -3.42561 -0.42608  -0.2071

Force components x, y, z for each atom (eV/Å):
O -0.05 -0.14 -0.28
C -0.21 0.35 0.44
C -0.28 0.01 -0.44
C 0.52 -0.57 0.07
C -0.70 0.87 0.13
O 1.17 -0.14 0.25
S -0.20 -0.32 0.23
N 0.20 -0.10 -0.28
P -0.32 -0.12 0.14
S -0.27 0.12 -0.23
S -0.09 0.08 -0.39
H 0.02 0.02 0.08
H -0.21 0.10 -0.03
H 0.09 0.09 0.19
H -0.11 0.04 -0.04
H 0.29 -0.08 -0.07
H 0.16 -0.20 0.22

This record from the Open Molecules 2025 dataset describes an isolated ion of composition C4H6NO3 and charge -1 at a distorted geometry. The level of theory is ωB97M-V/def2-TZVPD.

The calculation puts the total energy at -436.52438 Eh. The largest force on an atom is 4.1 eV Å⁻¹. For the LUMO energy, the calculation gives 0.1431 Eh. Its charge is -1. As for the multiplicity: 1. The value obtained for the highest occupied orbital energy is -4.111 eV.

Last column: Löwdin charge in e.
Element x y z (Å)
1 C -1.22778 0.55383 -0.31106  -0.1317
2 N -0.50812 -0.63571 -0.46180  -0.1755
3 C -1.23353 -1.79361 -0.41075  -0.3914
4 O -2.41202 -1.88912 -0.60532  -0.0251
5 C 0.97848 -0.52564 -0.11882  -0.0449
6 C 1.44991 1.13990 0.56815  -0.7199
7 O 0.71973 1.51176 1.42771  -0.0277
8 O 2.41726 1.62935 -0.02016  -0.0697
9 H -2.34098 0.33479 -0.81301  0.1322
10 H -1.23985 0.90998 0.78399  0.1004
11 H -0.75798 1.36532 -0.89798  0.0849
12 H -0.63271 -2.70913 -0.33628  0.1183
13 H 1.29707 -1.17600 0.72726  0.0794
14 H 1.62914 -0.53782 -1.01432  0.0706

Force components x, y, z for each atom (eV/Å):
C -3.61 1.89 -0.63
N 2.12 -1.58 1.16
C 2.46 0.40 -0.77
O -2.13 -0.16 0.12
C 0.04 1.72 0.59
C 0.90 -2.13 -3.17
O -1.58 0.88 2.68
O 0.08 -0.46 0.04
H 2.80 0.84 1.64
H -0.41 -0.58 -1.77
H -0.23 -0.35 0.28
H 0.49 0.02 0.27
H -0.37 0.04 -0.90
H -0.55 -0.54 0.47